1.
The following is a DFT calculation (the ωB97M-V functional and the def2-TZVPD basis) of the molecule C6H10OS in a non-equilibrium geometry.

Properties
Gap between HOMO and LUMO, eV: 9.358
Lowest unoccupied orbital energy, eV: 0.86
ΔE to the lowest compared entry with this formula, charge and spin, eV: 0.669
Net charge: 0
Calculated total energy, hartree: -708.0257
E_HOMO, eV: -8.5

Last column: Löwdin charge in e.
Element x y z (Å)
C 2.11 0.40 0.09  -0.073
C 0.65 0.24 -0.11  -0.751
C 0.33 -0.82 -1.16  -0.211
C -1.48 -0.50 0.32  -0.331
C -1.89 0.90 -0.04  -0.396
C -0.14 -0.31 1.04  -0.152
H 2.49 -0.48 0.63  0.101
H 2.68 0.52 -0.83  0.093
H 2.23 1.29 0.66  0.068
H 1.02 -1.67 -1.02  0.131
H 0.42 -0.44 -2.16  0.116
H -2.19 -1.08 0.84  0.135
H -2.24 1.54 0.85  0.102
H -2.68 0.91 -0.82  0.096
H -0.17 0.29 1.91  0.118
H 0.22 -1.34 1.27  0.146
O -1.02 -1.18 -0.90  -0.114
S -0.34 1.72 -0.58  0.923

2.
The following is a DFT calculation (the ωB97M-V functional and the def2-TZVPD basis) of a structure of composition C6H10OS in a non-equilibrium geometry.

Properties
Gap between HOMO and LUMO, eV: 9.479
Lowest unoccupied orbital energy, eV: 0.86
ΔE to the lowest compared entry with this formula, charge and spin, eV: 4.112
Net charge: 0
Calculated total energy, hartree: -707.8992
E_HOMO, eV: -8.6

Last column: Löwdin charge in e.
Element x y z (Å)
C -2.94 -0.48 -0.09  -0.135
C -1.47 -0.14 -0.42  -0.357
C -0.92 1.42 -0.29  -0.080
C 0.17 0.99 0.67  -0.354
C 1.82 0.30 -0.71  -0.428
C -0.33 -0.52 0.60  -0.524
H -3.27 -1.56 -0.71  0.117
H -3.72 0.54 -0.50  0.143
H -3.07 -0.76 1.20  0.138
H -1.12 -0.40 -1.45  0.122
H -1.58 2.05 0.27  0.094
H -0.36 1.96 -1.10  0.129
H 0.02 1.41 1.71  0.164
H 2.85 0.17 -0.80  0.063
H 1.42 0.36 -1.71  0.083
H -0.40 -1.15 1.52  0.090
O 1.55 1.18 0.31  -0.135
S 1.18 -1.34 0.03  0.871

3.
The following is a DFT calculation (the ωB97M-V functional and the def2-TZVPD basis) of the molecule C6H10OSSi in a non-equilibrium geometry.

Properties
Gap between HOMO and LUMO, eV: 9.235
Lowest unoccupied orbital energy, eV: 0.38
ΔE to the lowest compared entry with this formula, charge and spin, eV: 2.641
Net charge: 0
Calculated total energy, hartree: -997.4478
E_HOMO, eV: -8.9

Last column: Löwdin charge in e.
Element x y z (Å)
C 0.31 -2.07 -1.39  -0.059
C 0.49 2.62 -0.91  -0.058
C -2.29 -0.26 1.75  -0.047
C -0.01 -1.63 -0.15  -0.245
C -0.09 1.43 -0.82  -0.274
C -1.19 0.48 1.77  -0.215
O 3.05 -0.25 -0.47  -0.526
Si 0.18 0.15 0.51  0.394
S 2.33 0.26 1.01  0.631
H 0.11 -3.11 -1.62  0.049
H 0.36 -1.41 -2.25  0.052
H 0.28 3.44 -1.58  0.054
H 1.09 2.89 -0.02  0.046
H -3.04 -0.10 2.43  0.029
H -2.49 -0.99 1.02  0.032
H -0.13 -2.43 0.52  0.043
H -0.55 0.97 -1.66  0.038
H -1.13 1.17 2.58  0.048
H 2.73 -1.14 -0.73  0.009

4.
The following is a DFT calculation (the ωB97M-V functional and the def2-TZVPD basis) of the molecule C6H10S2 in a non-equilibrium geometry.

Properties
Gap between HOMO and LUMO (alpha / beta), eV: 6.408 / 6.405
Lowest unoccupied orbital energy (alpha / beta), eV: -0.84 / -0.85
ΔE to the lowest compared entry with this formula, charge and spin, eV: 4.130
Net charge: 0
Calculated total energy, hartree: -1030.8262
E_HOMO (alpha / beta), eV: -7.3 / -7.3

Last column: Löwdin charge in e.
Element x y z (Å)
C 0.05 0.64 -0.92  -0.831
C -0.64 0.26 0.43  -0.319
C -0.46 -0.20 -2.04  -0.459
C 0.82 0.05 0.47  -0.194
C -1.11 1.49 1.10  -0.097
C 1.69 -1.15 0.34  -0.063
S 0.46 2.19 -1.60  0.489
S -0.56 0.73 -3.41  0.781
H -1.25 -0.57 0.49  0.123
H -1.13 -1.03 -2.01  0.072
H 1.35 1.01 0.87  0.160
H -0.96 1.30 2.24  0.116
H -2.19 1.51 1.05  0.070
H -0.51 2.43 0.80  0.077
H 2.62 -1.07 -0.29  0.109
H 1.02 -1.92 -0.09  0.093
H 2.15 -1.46 1.21  0.041
H -0.99 -0.21 -4.13  -0.167

5.
The following is a DFT calculation (the ωB97M-V functional and the def2-TZVPD basis) of the molecule C6H10S2 in a non-equilibrium geometry.

Properties
Gap between HOMO and LUMO, eV: 8.209
Lowest unoccupied orbital energy, eV: -0.51
ΔE to the lowest compared entry with this formula, charge and spin, eV: 1.739
Net charge: 0
Calculated total energy, hartree: -1030.9141
E_HOMO, eV: -8.7

Last column: Löwdin charge in e.
Element x y z (Å)
C -1.34 -1.16 -0.28  -0.619
C 0.15 0.03 1.30  -0.203
C 0.02 -1.11 0.32  -0.477
C 0.36 1.42 0.63  -0.833
C 1.20 -1.14 -0.64  -0.068
C -0.52 1.79 -0.48  -0.131
S -1.92 -1.92 -1.63  0.682
S 1.53 2.39 1.16  0.754
H -0.73 0.19 1.79  0.081
H 1.07 -0.30 1.94  0.151
H 0.05 -2.05 0.85  0.144
H -2.13 -0.52 0.11  0.036
H 2.21 -1.58 -0.28  0.119
H 1.35 -0.03 -0.88  0.083
H 0.94 -1.61 -1.59  0.051
H -1.58 1.65 -0.36  0.081
H -0.33 1.12 -1.27  0.068
H -0.34 2.84 -0.70  0.080

6.
The following is a DFT calculation (the ωB97M-V functional and the def2-TZVPD basis) of a structure of composition C6H10S2 in a non-equilibrium geometry.

Properties
Gap between HOMO and LUMO, eV: 9.497
Lowest unoccupied orbital energy, eV: 0.79
ΔE to the lowest compared entry with this formula, charge and spin, eV: 0.312
Net charge: 0
Calculated total energy, hartree: -1030.9665
E_HOMO, eV: -8.7

Last column: Löwdin charge in e.
Element x y z (Å)
C -2.62 -0.80 -0.62  -0.065
C -1.29 -0.33 -0.08  -0.699
C -0.10 -1.29 -0.19  -0.208
C 0.98 -0.50 0.58  -0.674
C 0.21 0.75 0.98  -0.491
C -1.14 0.16 1.40  -0.187
H -2.95 -1.70 -0.12  0.081
H -2.54 -0.96 -1.68  0.073
H -3.41 -0.03 -0.41  0.096
H 0.15 -1.46 -1.21  0.097
H -0.32 -2.28 0.23  0.124
H 1.27 -1.03 1.48  0.093
H 2.00 0.46 -1.26  -0.196
H 0.70 1.48 1.50  0.078
H -1.04 -0.64 2.16  0.125
H -1.82 0.92 1.69  0.099
S 2.56 -0.21 -0.30  0.742
S -0.58 1.29 -0.63  0.914

7.
The following is a DFT calculation (the ωB97M-V functional and the def2-TZVPD basis) of the molecule C6H11BCl2O2.

Properties
Gap between HOMO and LUMO (alpha / beta), eV: 8.341 / 7.889
Lowest unoccupied orbital energy (alpha / beta), eV: -0.01 / -0.21
ΔE to the lowest compared entry with this formula, charge and spin, eV: 1.874
Net charge: 0
Calculated total energy, hartree: -1330.9488
E_HOMO (alpha / beta), eV: -8.4 / -8.1

Last column: Löwdin charge in e.
Element x y z (Å)
B -1.69 0.65 0.92  -0.795
C 1.64 0.86 -0.69  -0.220
C 0.40 1.69 -0.31  -0.213
C 1.38 -0.57 -1.17  -0.225
C -0.28 1.24 0.92  0.076
C 1.00 -1.63 -0.11  -0.750
C -0.45 -1.71 0.20  -0.589
O -2.44 0.76 -0.23  0.109
O -2.21 0.17 2.10  0.143
Cl 1.88 -1.37 1.42  0.669
Cl -1.49 -2.03 -1.11  0.724
H 2.13 1.38 -1.52  0.111
H 2.34 0.84 0.15  0.079
H 0.75 2.72 -0.16  0.120
H -0.32 1.69 -1.14  0.112
H 0.57 -0.55 -1.91  0.094
H 2.28 -0.91 -1.67  0.111
H 0.34 1.18 1.80  0.090
H 1.37 -2.60 -0.47  0.102
H -0.78 -2.08 1.15  0.063
H -3.33 0.40 -0.20  0.093
H -3.10 -0.17 2.05  0.095

8.
The following is a DFT calculation (the ωB97M-V functional and the def2-TZVPD basis) of a cluster of 2 separate species, C6H11BNO5 in total in a non-equilibrium geometry.

Properties
Gap between HOMO and LUMO, eV: 7.728
Lowest unoccupied orbital energy, eV: 3.06
ΔE to the lowest compared entry with this formula, charge and spin, eV: 5.138
Net charge: -1
Calculated total energy, hartree: -690.9749
E_HOMO, eV: -4.7

Last column: Löwdin charge in e.
Element x y z (Å)
C 0.86 -1.98 4.21  0.043
C 0.55 -2.16 3.06  -0.193
C 0.39 -2.45 1.61  -0.172
B 0.07 -1.07 0.71  -0.681
O -0.65 -1.50 -0.53  -0.069
C 1.56 -0.43 0.35  -0.081
C 1.50 0.96 -0.26  -0.509
O 0.50 1.57 -0.46  0.094
O 2.73 1.53 -0.58  0.045
H 1.15 -2.11 5.22  -0.014
H 1.34 -2.86 1.24  0.086
H -0.39 -3.21 1.46  0.084
H -0.57 -0.27 1.37  0.088
H -0.12 -1.33 -1.30  0.030
H 2.14 -1.08 -0.33  0.105
H 2.14 -0.41 1.29  0.102
H 3.29 1.25 0.15  0.083
C -2.10 2.28 -1.85  0.049
N -2.70 2.17 -3.21  -0.454
O -1.98 1.84 -4.13  0.058
O -3.89 2.42 -3.32  0.034
H -1.05 2.03 -1.91  0.064
H -2.25 3.30 -1.52  0.099
H -2.63 1.58 -1.20  0.110

9.
The following is a DFT calculation (the ωB97M-V functional and the def2-TZVPD basis) of the molecule C6H11BO2 in a non-equilibrium geometry.

Properties
Gap between HOMO and LUMO, eV: 10.241
Lowest unoccupied orbital energy, eV: 0.69
ΔE to the lowest compared entry with this formula, charge and spin, eV: 0.000
Net charge: 0
Calculated total energy, hartree: -410.5955
E_HOMO, eV: -9.5

Last column: Löwdin charge in e.
Element x y z (Å)
B 2.04 -0.75 -0.24  -0.681
C 1.03 1.27 0.15  0.013
C 0.75 0.03 -0.33  -0.078
C 2.55 1.47 0.29  -0.174
C -0.94 -1.39 0.79  -0.070
C -1.86 0.50 -0.68  -0.087
C -0.68 -0.51 -0.47  -0.359
O 3.06 0.21 -0.05  0.035
O 2.38 -2.02 -0.29  0.208
H 0.29 2.10 0.32  0.131
H 2.84 2.10 -0.52  0.107
H 2.93 1.73 1.42  0.181
H -1.00 -1.00 1.85  0.101
H -0.16 -2.25 0.83  0.109
H -1.93 -1.73 0.70  0.040
H -2.10 0.99 0.25  0.062
H -2.76 -0.04 -0.97  0.058
H -1.73 1.23 -1.61  0.116
H -0.64 -1.10 -1.40  0.134
H 3.37 -2.08 -0.40  0.153

10.
The following is a DFT calculation (the ωB97M-V functional and the def2-TZVPD basis) of the molecule C6H11BrN2O2 in a non-equilibrium geometry.

Properties
Gap between HOMO and LUMO, eV: 9.549
Lowest unoccupied orbital energy, eV: 0.28
ΔE to the lowest compared entry with this formula, charge and spin, eV: 3.156
Net charge: 0
Calculated total energy, hartree: -3069.1860
E_HOMO, eV: -9.3

Last column: Löwdin charge in e.
Element x y z (Å)
C -0.78 -3.46 0.01  -0.512
C 0.05 1.47 -0.40  -0.134
C -0.55 3.92 0.10  -0.498
C 0.46 0.13 0.20  -0.425
C 0.27 -2.41 -0.16  -0.108
C -0.30 -0.99 -0.40  -0.137
N 1.22 0.07 1.17  0.153
N -0.13 2.62 0.60  -0.108
O -1.95 -3.35 -0.15  0.156
O -0.13 -4.65 0.33  0.082
Br 0.98 4.97 -0.85  0.386
H 0.85 1.73 -1.19  0.138
H -1.02 1.41 -0.89  0.144
H -0.78 4.65 0.86  0.042
H 1.00 -2.77 -1.00  0.178
H 0.91 -2.54 0.73  0.097
H -1.34 -0.86 -0.13  0.131
H -0.36 -0.93 -1.47  0.119
H -1.21 3.67 -0.76  0.063
H 1.66 -0.92 1.31  0.095
H 0.50 2.67 1.32  0.056
H 0.67 -4.43 0.78  0.079

11.
The following is a DFT calculation (the ωB97M-V functional and the def2-TZVPD basis) of the ion C6H11Cl2N2 with charge +1 in a non-equilibrium geometry.

Properties
Gap between HOMO and LUMO, eV: 9.263
Lowest unoccupied orbital energy, eV: -3.74
ΔE to the lowest compared entry with this formula, charge and spin, eV: 2.555
Net charge: +1
Calculated total energy, hartree: -1264.7288
E_HOMO, eV: -13.0

Last column: Löwdin charge in e.
Element x y z (Å)
C -0.16 -0.11 -0.09  -0.536
C 2.00 0.95 -0.23  -0.030
C -0.28 1.20 -0.90  -0.123
C 1.14 0.05 0.64  -0.563
C -1.44 -0.95 0.43  -0.604
C -1.43 -1.70 1.64  -0.131
N -0.65 -1.20 -0.77  0.014
N 1.01 1.29 -1.38  0.073
Cl 1.49 -1.68 0.75  0.792
Cl -3.19 -0.25 0.00  0.544
H 2.38 1.70 0.38  0.115
H 2.89 0.50 -0.73  0.152
H -0.96 1.10 -1.78  0.150
H -0.60 2.10 -0.21  0.201
H 0.89 0.53 1.58  0.136
H -2.28 -1.39 2.35  0.123
H -0.69 -1.57 2.37  0.054
H -1.58 -2.75 1.49  0.096
H -0.91 -0.76 -1.72  0.155
H 1.06 2.26 -1.68  0.199
H 1.31 0.67 -2.11  0.184

12.
The following is a DFT calculation (the ωB97M-V functional and the def2-TZVPD basis) of a structure of composition C6H11Cl2N4 in a non-equilibrium geometry.

Properties
Gap between HOMO and LUMO, eV: 7.798
Lowest unoccupied orbital energy, eV: -5.11
ΔE to the lowest compared entry with this formula, charge and spin, eV: 1.471
Net charge: +1
Calculated total energy, hartree: -1374.2723
E_HOMO, eV: -12.9

Last column: Löwdin charge in e.
Element x y z (Å)
C 1.44 -0.29 1.92  -0.069
C 2.87 -0.56 0.07  -0.557
C 1.05 0.96 0.08  -0.729
C -1.76 -1.24 -0.01  -0.074
C -2.72 0.89 -0.96  -0.050
C -1.54 0.27 -0.25  -0.548
N 0.73 0.57 1.33  0.072
N 2.56 -0.91 1.32  0.120
N 2.13 0.25 -0.62  0.122
N -0.36 0.40 -1.12  0.058
Cl 4.21 -1.36 -0.88  0.746
Cl 1.08 2.76 0.01  0.701
H 1.44 -0.64 2.97  0.167
H -1.55 -1.76 -1.03  0.112
H -1.12 -1.63 0.77  0.042
H -2.87 -1.30 0.34  0.109
H -2.68 1.98 -0.71  0.104
H -3.57 0.50 -0.53  0.051
H -2.57 0.72 -1.99  0.077
H -1.33 0.63 0.78  0.116
H 3.02 -1.71 1.83  0.206
H 1.99 0.17 -1.55  0.105
H -0.46 1.30 -1.77  0.120

13.
The following is a DFT calculation (the ωB97M-V functional and the def2-TZVPD basis) of a cluster of 3 separate species, C6H11Cl4N in total in a non-equilibrium geometry.

Properties
Gap between HOMO and LUMO, eV: 11.539
Lowest unoccupied orbital energy, eV: 0.64
ΔE to the lowest compared entry with this formula, charge and spin, eV: 0.218
Net charge: 0
Calculated total energy, hartree: -2130.7159
E_HOMO, eV: -10.9

Last column: Löwdin charge in e.
Element x y z (Å)
C 4.64 -1.67 -0.42  -1.023
Cl 3.16 -1.34 0.45  0.533
Cl 4.37 -1.59 -2.17  0.510
H 5.42 -0.98 -0.10  0.035
H 4.96 -2.69 -0.21  0.026
C 0.85 -0.63 -2.50  -0.937
Cl -0.06 -1.85 -1.56  0.506
Cl -0.28 0.77 -2.84  0.468
H 1.73 -0.26 -1.98  -0.021
H 1.19 -1.09 -3.43  0.023
C -3.32 1.68 1.48  -0.123
C -2.47 0.48 1.81  -0.263
C -1.34 0.15 0.80  -0.208
C -0.52 1.37 0.58  -0.254
N 0.13 2.32 0.38  0.143
H -4.15 1.82 2.17  0.074
H -3.80 1.57 0.51  0.077
H -2.72 2.59 1.41  0.069
H -3.19 -0.33 1.89  0.104
H -2.08 0.56 2.83  0.108
H -1.70 -0.12 -0.20  0.062
H -0.82 -0.76 1.10  0.094